--- w ---
Entry from the OMol25 dataset: the ion C4H4NO3 with charge -1 (ωB97M-V/def2-TZVPD).

```
! wB97M-V def2-TZVPD RIJCOSX def2/J DEFGRID3
* xyz -1 1
C 3.174 1.008 0.205
C 2.697 -0.658 -1.421
C 0.921 -0.225 0.118
C -0.552 0.048 -0.008
N 3.425 0.205 -0.710
O 3.301 1.783 1.078
O 3.182 -1.220 -2.364
O 1.511 -0.956 -1.048
H 1.073 -1.066 0.944
H -1.157 -0.730 -0.469
H -0.861 0.951 -0.561
H -0.947 0.183 1.056
*
```

Values from the calculation:
Lowest unoccupied orbital energy   4.0 eV
Kohn-Sham gap   6.62 eV


--- x ---
Entry from the OMol25 dataset: a cluster of 2 separate species, C4H4NO3 in total (ωB97M-V/def2-TZVPD).

```
! wB97M-V def2-TZVPD RIJCOSX def2/J DEFGRID3
* xyz -1 1
C -0.404 -1.475 0.175
C -1.863 1.215 0.069
C 1.445 0.166 0.589
C 0.217 -0.349 -0.205
N -1.002 -2.447 0.516
O -2.441 0.919 -0.891
O -1.588 1.811 1.041
O 0.380 0.029 -1.596
H 2.011 0.720 -0.113
H 1.085 0.844 1.250
H 1.944 -0.639 1.157
H 0.216 -0.794 -1.992
*
```

Values from the calculation:
Lowest unoccupied orbital energy   3.9 eV
Kohn-Sham gap   5.96 eV


Most stable pick: x. Distance to second place: 25.2 kJ/mol.